C45H58BrF2N5O2P2S2Ti | ωB97M-V/def2-TZVPD

Last column: Löwdin charge in e.
CARTESIAN COORDINATES (ANGSTROEM)
Ti: -0.640 -0.984 0.927  0.97
C: 0.597 5.281 -1.909  -0.11
C: 0.105 3.886 -2.279  -0.53
C: 0.183 3.664 -3.791  -0.12
P: 0.824 2.398 -1.391  1.12
C: 2.620 2.748 -1.010  -0.55
C: 3.112 3.784 -0.003  -0.11
C: 3.330 2.920 -2.362  -0.13
C: -0.167 2.549 0.165  -0.29
C: -0.060 3.645 1.032  -0.09
C: -1.004 3.920 2.007  -0.07
C: -2.141 3.127 2.097  -0.07
C: -2.261 2.032 1.264  -0.07
C: -1.261 1.687 0.347  -0.34
N: -1.353 0.420 -0.318  -0.12
C: -2.357 0.241 -1.285  -0.32
C: -3.321 1.226 -1.546  -0.03
C: -4.396 0.971 -2.381  -0.07
C: -4.545 -0.266 -2.991  -0.08
C: -3.544 -1.209 -2.820  -0.10
C: -2.436 -0.976 -2.008  -0.35
P: -0.917 -1.994 -2.073  1.09
C: -1.327 -3.782 -2.344  -0.55
C: 0.004 -4.544 -2.349  -0.11
C: -2.303 -4.396 -1.354  -0.10
C: -0.373 -1.517 -3.802  -0.54
C: -0.117 -0.021 -3.888  -0.18
C: -1.281 -1.928 -4.974  -0.10
H: 0.026 6.030 -2.461  0.08
H: 0.473 5.499 -0.849  0.06
H: 1.646 5.428 -2.166  0.07
H: -0.951 3.827 -1.987  0.10
H: 1.213 3.539 -4.128  0.06
H: -0.369 2.774 -4.088  0.05
H: -0.236 4.520 -4.325  0.08
H: 2.942 1.771 -0.643  0.05
H: 2.768 4.793 -0.222  0.07
H: 2.804 3.530 1.013  0.05
H: 4.206 3.804 -0.019  0.08
H: 3.088 3.874 -2.830  0.06
H: 4.413 2.892 -2.222  0.08
H: 3.060 2.121 -3.055  0.06
H: 0.769 4.326 0.923  0.08
H: -0.872 4.774 2.658  0.11
H: -2.924 3.355 2.809  0.11
H: -3.138 1.398 1.321  0.11
H: -3.238 2.198 -1.082  0.11
H: -5.129 1.749 -2.546  0.11
H: -5.400 -0.478 -3.617  0.10
H: -3.617 -2.155 -3.342  0.10
H: -1.755 -3.885 -3.342  0.08
H: 0.544 -4.406 -1.413  0.06
H: -0.185 -5.611 -2.478  0.08
H: 0.649 -4.222 -3.168  0.07
H: -1.894 -4.393 -0.343  0.06
H: -3.262 -3.877 -1.352  0.06
H: -2.492 -5.436 -1.627  0.09
H: 0.592 -2.023 -3.907  0.06
H: -1.058 0.527 -3.791  0.07
H: 0.559 0.343 -3.123  -0.04
H: 0.304 0.221 -4.867  0.09
H: -2.010 -2.704 -4.755  0.04
H: -1.839 -1.066 -5.340  0.08
H: -0.672 -2.297 -5.802  0.08
O: -1.241 1.544 7.570  -0.04
C: -2.386 1.028 6.930  -0.20
C: -2.025 0.612 5.533  -0.15
C: -3.000 0.109 4.676  0.02
C: -2.634 -0.299 3.413  -0.11
N: -1.382 -0.209 2.948  0.05
C: -0.453 0.328 3.753  -0.16
C: -0.733 0.722 5.056  0.08
C: 0.890 0.522 3.151  -0.17
C: 1.920 1.163 3.813  0.08
C: 3.159 1.289 3.189  -0.16
C: 4.274 2.037 3.879  -0.20
O: 3.918 3.388 4.105  -0.03
C: 3.311 0.749 1.924  0.02
C: 2.225 0.139 1.310  -0.11
N: 1.039 0.053 1.899  0.02
H: -1.476 1.838 8.453  0.10
H: -3.189 1.773 6.874  0.14
H: -2.782 0.154 7.461  0.14
H: -4.033 0.019 4.983  0.13
H: -3.373 -0.705 2.736  0.11
H: 0.034 1.117 5.700  0.12
H: 1.782 1.577 4.800  0.13
H: 5.198 1.949 3.301  0.13
H: 4.456 1.607 4.865  0.13
H: 3.897 3.850 3.260  0.09
H: 4.253 0.798 1.395  0.13
H: 2.308 -0.289 0.317  0.03
S: 2.616 -1.108 -2.053  0.68
C: 3.985 -2.027 -2.151  -1.13
N: 4.656 -2.347 -3.259  -0.06
C: 5.683 -3.370 -3.157  -0.22
C: 6.171 -3.317 -1.710  -0.42
S: 4.731 -2.764 -0.750  0.92
H: 4.277 -2.053 -4.146  0.14
H: 6.493 -3.157 -3.853  0.12
H: 5.265 -4.353 -3.395  0.12
H: 6.987 -2.607 -1.588  0.08
H: 6.489 -4.295 -1.358  0.08
F: 0.920 -2.552 2.460  -0.11
C: 0.783 -2.648 1.028  -0.35
F: 0.282 -3.933 0.854  -0.08
H: 1.804 -2.693 0.631  0.06
Br: -5.808 -5.129 2.726  0.82
C: -4.391 -4.032 2.175  -0.68
C: -4.578 -3.097 1.169  -0.08
C: -3.499 -2.323 0.789  -0.14
N: -2.291 -2.425 1.353  -0.03
C: -2.129 -3.319 2.340  -0.11
C: -3.144 -4.146 2.776  -0.07
H: -5.532 -2.971 0.679  0.12
H: -3.609 -1.588 0.000  0.11
H: -1.146 -3.371 2.789  0.11
H: -2.957 -4.858 3.565  0.12

Properties
HOMO-LUMO gap (spin up / spin down) (eV): 6.5200 / 6.5224
<S²>: 0.76
Highest occupied orbital energy (spin up / spin down) (eV): -9.415 / -9.430
Multiplicity: 2
Energy relative to the best compared isomer or geometry (same formula, charge and spin) (kcal/mol): 14.0
Charge: +1
E_tot (hartree): -7275.9982